Entry one
C6H15NO | wB97M-V/def2-TZVPD

Summary:
* lowest unoccupied orbital energy: 0.960 eV
* M: 117.2 Da
* Kohn-Sham gap: 9.107 eV
* structure (SMILES): CCN[C@@H](C)[C@@H](C)O

ORCA input file:
```
! RIJCOSX wB97M-V def2-TZVPD def2/J DEFGRID3
* xyz 0 1
C -1.62613 -1.78540 -0.64882
C -0.46140 -1.84883 0.34024
N -0.28177 -0.62301 1.06108
C -0.16956 0.74506 0.59961
C 0.03830 1.67438 1.78640
C 0.96100 0.94937 -0.42746
C 1.01050 -0.03253 -1.55713
O 0.77883 2.26403 -0.94086
H -2.53466 -2.00502 -0.08692
H -1.85540 -0.76560 -0.97725
H -1.51891 -2.52133 -1.44601
H 0.42276 -2.04289 -0.21788
H -0.62328 -2.64103 1.05782
H 0.18077 -0.79369 1.93667
H -1.11129 1.04014 0.11631
H -0.82902 1.67180 2.43590
H 0.12461 2.67177 1.33859
H 0.98502 1.46795 2.27262
H 1.84005 0.85395 0.19770
H 0.02270 -0.17502 -1.99214
H 1.34029 -1.03320 -1.24610
H 1.69936 0.32999 -2.29867
H 1.60725 2.59913 -1.30368
*
```

Here is what natural (NBO) gives for the atomic charges, in e:
1 C -0.63
2 C -0.20
3 N -0.66
4 C -0.04
5 C -0.61
6 C 0.08
7 C -0.63
8 O -0.73
9 H 0.21
10 H 0.21
11 H 0.21
12 H 0.15
13 H 0.20
14 H 0.37
15 H 0.18
16 H 0.22
17 H 0.23
18 H 0.20
19 H 0.15
20 H 0.21
21 H 0.21
22 H 0.21
23 H 0.47

Entry two
C6H15NO | wB97M-V/def2-TZVPD

Summary:
* lowest unoccupied orbital energy: 0.834 eV
* M: 117.2 Da
* Kohn-Sham gap: 10.618 eV
* structure (SMILES): CCC(N)=O.CCC

ORCA input file:
```
! RIJCOSX wB97M-V def2-TZVPD def2/J DEFGRID3
* xyz 0 1
C -1.27012 0.01866 1.66608
C -0.22847 0.68327 2.52699
C 0.91417 1.26182 1.66903
N 1.44420 2.45037 2.02160
O 1.47431 0.45444 0.94747
H -1.01890 0.09149 0.62882
H -2.22128 0.52215 1.90967
H -1.47733 -1.02989 1.95772
H -0.77965 1.44241 3.14027
H 0.14440 0.16994 3.41422
H 2.12928 2.80479 1.38370
H 0.89654 3.15052 2.53485
C -0.25013 0.24929 -2.34744
C 0.16093 -1.22579 -2.56791
C 0.08644 -2.35463 -1.55374
H 0.13461 0.88930 -3.15781
H 0.29432 0.84810 -1.58620
H -1.30999 0.29848 -2.18612
H -0.42816 -1.57573 -3.53005
H 1.16703 -1.14855 -2.97253
H -0.06290 -3.28447 -2.11184
H 0.95857 -2.51175 -0.92453
H -0.75787 -2.20426 -0.86225
*
```

Here is what natural (NBO) gives for the atomic charges, in e:
1 C -0.61
2 C -0.51
3 C 0.67
4 N -0.81
5 O -0.61
6 H 0.23
7 H 0.20
8 H 0.21
9 H 0.19
10 H 0.24
11 H 0.40
12 H 0.40
13 C -0.62
14 C -0.39
15 C -0.61
16 H 0.21
17 H 0.21
18 H 0.20
19 H 0.18
20 H 0.20
21 H 0.21
22 H 0.22
23 H 0.20

Entry three
C6H15NO | wB97M-V/def2-TZVPD

Summary:
* lowest unoccupied orbital energy: 0.785 eV
* M: 117.2 Da
* Kohn-Sham gap: 10.320 eV
* structure (SMILES): C=C(C)C[C@H](C)N.O

ORCA input file:
```
! RIJCOSX wB97M-V def2-TZVPD def2/J DEFGRID3
* xyz 0 1
C -0.68802 0.86813 -1.69244
C -0.88092 -0.20619 -0.94450
C -2.10385 -1.05634 -0.98818
C 0.26158 -0.69842 -0.05229
C 0.34767 0.08075 1.26398
C 1.52737 -0.39563 2.14781
N -0.89853 0.03670 2.03449
H 0.20163 1.47695 -1.62636
H -1.37940 1.24257 -2.47534
H -1.99100 -1.98832 -1.52197
H -2.89692 -0.47577 -1.48690
H -2.50196 -1.29557 0.03773
H 1.20613 -0.77426 -0.59469
H 0.16492 -1.74900 0.21209
H 0.55503 1.12954 0.95571
H 1.85938 0.45163 2.77459
H 1.14095 -1.14244 2.84183
H 2.40610 -0.78802 1.62788
H -1.64230 -0.39389 1.51492
H -1.17732 1.01536 2.19007
O 2.36016 1.58430 -2.42238
H 1.57142 1.06952 -2.22253
H 2.55787 2.00840 -1.57352
*
```

Here is what natural (NBO) gives for the atomic charges, in e:
1 C -0.41
2 C 0.03
3 C -0.64
4 C -0.46
5 C -0.03
6 C -0.62
7 N -0.84
8 H 0.17
9 H 0.21
10 H 0.23
11 H 0.22
12 H 0.21
13 H 0.22
14 H 0.21
15 H 0.16
16 H 0.21
17 H 0.22
18 H 0.21
19 H 0.36
20 H 0.36
21 O -0.93
22 H 0.47
23 H 0.46

What should be chosen as the least stable of them? Choose entry three.

Entry one
C6H15NO | wB97M-V/def2-TZVPD

Summary:
* lowest unoccupied orbital energy: 0.978 eV
* M: 117.2 Da
* Kohn-Sham gap: 10.420 eV
* structure (SMILES): C=CCCCCN.O

ORCA input file:
```
! RIJCOSX wB97M-V def2-TZVPD def2/J DEFGRID3
* xyz 0 1
C -2.67082 -0.37638 0.07552
C -1.59817 -0.79629 -0.57274
C -0.39591 -1.36695 0.12576
C -0.09891 -0.62839 1.42317
C 0.02412 0.91204 1.32311
C 0.67129 1.36461 0.02895
N 2.02359 0.81661 -0.20043
H -3.56503 0.16213 -0.54940
H -2.92594 -0.46963 1.10802
H -1.45532 -0.71652 -1.67141
H -0.57381 -2.47535 0.39738
H 0.52195 -1.19044 -0.53592
H 0.91572 -0.98684 1.87527
H -0.88891 -0.71911 2.31455
H -0.99258 1.17680 1.48960
H 0.56908 1.34719 2.10912
H 0.06672 1.00046 -0.72788
H 0.81570 2.34648 0.01463
H 2.80463 1.39843 0.23129
H 2.14798 -0.15234 0.15336
O 1.50397 -0.52039 -2.85182
H 1.54757 -0.01067 -3.52921
H 1.55307 -0.11544 -2.03093
*
```

Here is what natural (NBO) gives for the atomic charges, in e:
1 C -0.41
2 C -0.20
3 C -0.47
4 C -0.39
5 C -0.43
6 C -0.22
7 N -0.88
8 H 0.20
9 H 0.20
10 H 0.22
11 H 0.24
12 H 0.21
13 H 0.20
14 H 0.21
15 H 0.21
16 H 0.20
17 H 0.18
18 H 0.19
19 H 0.37
20 H 0.36
21 O -0.95
22 H 0.46
23 H 0.48

Entry two
C6H15NO | wB97M-V/def2-TZVPD

Summary:
* lowest unoccupied orbital energy: 0.984 eV
* M: 117.2 Da
* Kohn-Sham gap: 10.320 eV
* structure (SMILES): C/C=C/C.NCCO

ORCA input file:
```
! RIJCOSX wB97M-V def2-TZVPD def2/J DEFGRID3
* xyz 0 1
C 1.53983 -2.07456 1.48510
C 0.63022 -0.91510 1.80376
C 1.10058 0.21113 2.33586
C 0.24269 1.36490 2.75533
H 1.40671 -2.92753 2.15046
H 1.41645 -2.41732 0.45757
H 2.56274 -1.71434 1.60238
H -0.43163 -1.00254 1.60004
H 2.16055 0.27315 2.56681
H -0.80508 1.10120 2.58496
H 0.43559 2.35110 2.34012
H 0.32836 1.45636 3.84552
N -1.50947 0.32770 -0.72925
C -1.22739 0.90809 -2.04790
C -0.71979 -0.13001 -3.01053
O -0.39836 0.54732 -4.21564
H -1.95122 1.06762 -0.19165
H -0.64326 0.13358 -0.24657
H -0.50562 1.73356 -2.02960
H -2.17144 1.30545 -2.43123
H -1.46352 -0.91410 -3.16508
H 0.18211 -0.58922 -2.58320
H -0.17904 -0.09644 -4.87727
*
```

Here is what natural (NBO) gives for the atomic charges, in e:
1 C -0.64
2 C -0.20
3 C -0.18
4 C -0.65
5 H 0.22
6 H 0.21
7 H 0.21
8 H 0.20
9 H 0.19
10 H 0.21
11 H 0.22
12 H 0.22
13 N -0.83
14 C -0.23
15 C -0.06
16 O -0.72
17 H 0.35
18 H 0.36
19 H 0.17
20 H 0.19
21 H 0.17
22 H 0.15
23 H 0.47

What should be chosen as the least stable of them? Choose entry one.

Entry one
C2H3ClO2 | wB97M-V/def2-TZVPD

Summary:
* lowest unoccupied orbital energy: 0.118 eV
* M: 94.5 Da
* Kohn-Sham gap: 9.936 eV
* structure (SMILES): O=C[C@@H](O)Cl

ORCA input file:
```
! RIJCOSX wB97M-V def2-TZVPD def2/J DEFGRID3
* xyz 0 1
O -1.61251 -1.51652 0.18043
C -1.06547 -0.41134 0.07574
C 0.62604 0.11891 -0.36411
O 0.86286 1.36123 0.02897
Cl 1.79290 -1.16396 0.20711
H -1.76084 0.39112 0.28074
H 0.57048 -0.10426 -1.39510
H 0.58656 1.32481 0.98623
*
```

Here is what natural (NBO) gives for the atomic charges, in e:
1 O -0.49
2 C 0.37
3 C 0.06
4 O -0.65
5 Cl -0.10
6 H 0.12
7 H 0.20
8 H 0.49

Entry two
C2H3ClO2 | wB97M-V/def2-TZVPD

Summary:
* lowest unoccupied orbital energy: 0.638 eV
* M: 94.5 Da
* Kohn-Sham gap: 10.766 eV

ORCA input file:
```
! RIJCOSX wB97M-V def2-TZVPD def2/J DEFGRID3
* xyz 0 1
C -0.90238 -0.06173 0.49068
C 0.83022 0.16497 -0.60658
O -0.27176 -1.15475 -0.14116
O -0.10599 0.99078 -0.02983
Cl 2.31684 -0.02079 0.18953
H -1.95238 0.04272 0.19886
H -0.81853 -0.12534 1.58896
H 0.90398 0.16414 -1.69047
*
```

Here is what natural (NBO) gives for the atomic charges, in e:
1 C 0.24
2 C 0.33
3 O -0.58
4 O -0.53
5 Cl 0.05
6 H 0.15
7 H 0.14
8 H 0.20

What should be chosen as the least stable of them? Choose entry two.

Entry one
C2H3ClO2 | wB97M-V/def2-TZVPD

Summary:
* lowest unoccupied orbital energy: 0.543 eV
* M: 94.5 Da
* Kohn-Sham gap: 9.297 eV
* structure (SMILES): C=C(Cl)OO

ORCA input file:
```
! RIJCOSX wB97M-V def2-TZVPD def2/J DEFGRID3
* xyz 0 1
C -0.82251 1.17078 0.25668
C 0.35653 0.35747 -0.11701
Cl 1.89116 0.83395 0.03209
O 0.12308 -0.84001 -0.56925
O 0.85385 -1.84007 0.05525
H -0.88545 2.23543 0.43718
H -1.71851 0.68089 -0.06705
H 0.20185 -2.59843 -0.02788
*
```

Here is what natural (NBO) gives for the atomic charges, in e:
1 C -0.47
2 C 0.19
3 Cl 0.09
4 O -0.27
5 O -0.43
6 H 0.21
7 H 0.20
8 H 0.48

Entry two
C2H3ClO2 | wB97M-V/def2-TZVPD

Summary:
* lowest unoccupied orbital energy: 0.039 eV
* M: 94.5 Da
* Kohn-Sham gap: 9.548 eV
* structure (SMILES): C=C=O.OCl

ORCA input file:
```
! RIJCOSX wB97M-V def2-TZVPD def2/J DEFGRID3
* xyz 0 1
C -1.85760 -0.15613 -0.29604
C -0.88519 -0.96949 0.04594
O 0.03819 -1.68514 0.22926
H -2.60244 -0.24609 -1.06640
H -2.01380 0.78318 0.09705
O 2.13191 1.20049 0.12854
Cl 3.40058 0.10160 -0.09539
H 1.78837 0.97158 0.95704
*
```

Here is what natural (NBO) gives for the atomic charges, in e:
1 C -0.80
2 C 0.73
3 O -0.46
4 H 0.27
5 H 0.26
6 O -0.68
7 Cl 0.21
8 H 0.47

Entry three
C2H3ClO2 | wB97M-V/def2-TZVPD

Summary:
* lowest unoccupied orbital energy: 0.808 eV
* M: 94.5 Da
* Kohn-Sham gap: 11.329 eV

ORCA input file:
```
! RIJCOSX wB97M-V def2-TZVPD def2/J DEFGRID3
* xyz 0 1
C 0.95319 -0.08599 -0.47333
C -0.68171 0.02769 0.53648
O 0.07492 -1.07624 0.02883
O 0.09070 0.94833 -0.02748
Cl -2.45221 -0.01056 -0.21122
H 1.79279 -0.14292 0.15430
H 1.27369 0.17492 -1.54599
H -1.05137 0.16476 1.53841
*
```

Here is what natural (NBO) gives for the atomic charges, in e:
1 C 0.23
2 C 0.44
3 O -0.49
4 O -0.50
5 Cl -0.22
6 H 0.15
7 H 0.18
8 H 0.20

What should be chosen as the least stable of them? Choose entry one.